# 1
19
Properties=species:S:1:pos:R:3 method="wB97M-V/def2-TZVPD" homo_energy_ev=-8.517 e_lumo_ha=0.0242 smiles="O=CNO.CCCO" e_above_lowest_kj_mol=482.69 fmax_ev_per_a=3.89 spin_multiplicity=1
O -2.220 0.073 0.162
C -1.447 -0.693 -0.460
N -0.994 -0.384 -1.708
O -0.906 0.968 -2.086
H -1.320 -1.751 -0.219
H -0.277 -0.929 -2.156
H -1.785 1.342 -1.909
C 1.639 -1.129 0.286
C 0.648 -0.357 1.134
C 0.413 1.448 0.675
O -0.789 1.930 0.961
H 1.182 -1.667 -0.546
H 2.170 -1.881 0.873
H 2.403 -0.478 -0.143
H 1.140 -0.049 2.058
H -0.160 -0.957 1.552
H 1.200 1.933 1.256
H 0.667 1.400 -0.389
H -1.564 1.180 0.660



# 2
16
Properties=species:S:1:pos:R:3 method="wB97M-V/def2-TZVPD" homo_energy_ev="-10.376 / -10.915" s_squared=6.02 e_lumo_ha="-0.0637 / -0.1380" fmax_ev_per_a=0.75 spin_multiplicity=5
Ru -0.342 -0.500 0.910
O -0.654 -4.584 1.130
C -0.516 -3.426 1.031
O -1.153 -2.360 1.205
C 1.258 -2.923 0.363
O 1.942 -3.857 0.188
O 1.249 -1.680 0.260
C -0.362 2.266 -1.644
S 0.441 2.508 -0.078
O -0.470 3.166 0.809
O 1.731 3.076 -0.298
O 0.692 1.031 0.407
H -0.868 3.200 -1.878
H -1.084 1.459 -1.553
H 0.400 2.035 -2.384
Br -2.264 0.589 1.531



# 3
98
Properties=species:S:1:pos:R:3 method="wB97M-V/def2-TZVPD" homo_energy_ev=-9.866 e_lumo_ha=0.0084 smiles="C[N+](=O)[O-].C[N+](=O)[O-].CCOC(C)=O.CCOC(C)=O.CCOC(C)=O.CCOC(C)=O.CCOC(C)=O.CCOC(C)=O" e_above_lowest_kj_mol=24.81 fmax_ev_per_a=2.82 spin_multiplicity=1
C -18.251 14.142 8.904
N -18.234 14.008 7.431
O -18.181 15.006 6.758
O -18.286 12.884 6.981
H -17.564 14.924 9.193
H -17.966 13.199 9.349
H -19.272 14.410 9.164
C -20.823 8.981 8.632
N -20.177 8.728 7.313
O -18.992 8.474 7.307
O -20.880 8.800 6.338
H -21.211 9.991 8.666
H -20.073 8.850 9.401
H -21.608 8.234 8.708
C -12.008 11.112 6.495
C -12.851 10.919 7.709
O -14.138 10.419 7.294
C -15.260 10.912 7.825
C -16.460 10.214 7.278
O -15.318 11.793 8.637
H -10.980 11.269 6.817
H -12.295 11.950 5.865
H -12.009 10.206 5.885
H -12.427 10.200 8.407
H -12.994 11.849 8.238
H -16.433 9.124 7.335
H -16.508 10.415 6.208
H -17.325 10.570 7.821
C -15.802 8.595 3.994
C -14.935 9.745 3.561
O -15.424 10.935 4.188
C -14.738 12.059 4.018
C -15.162 13.137 4.966
O -13.793 12.169 3.317
H -16.861 8.781 3.826
H -15.601 8.385 5.043
H -15.569 7.679 3.447
H -13.882 9.575 3.814
H -14.900 9.791 2.464
H -16.227 13.175 5.206
H -14.801 14.086 4.583
H -14.679 12.986 5.937
C -7.953 10.787 11.023
C -8.659 11.443 9.866
O -8.230 10.880 8.594
C -8.935 9.910 8.020
C -8.262 9.403 6.772
O -9.985 9.519 8.405
H -6.938 10.488 10.759
H -8.449 9.881 11.381
H -7.901 11.463 11.877
H -9.746 11.377 9.928
H -8.340 12.482 9.797
H -7.275 9.014 7.008
H -8.134 10.255 6.101
H -8.899 8.668 6.298
C -12.678 5.547 9.637
C -13.293 6.843 9.209
O -12.925 7.212 7.890
C -13.770 6.959 6.887
C -13.095 7.117 5.561
O -14.888 6.607 7.034
H -11.600 5.628 9.764
H -12.890 4.726 8.955
H -13.143 5.314 10.599
H -14.389 6.784 9.250
H -13.108 7.658 9.910
H -12.279 6.402 5.436
H -12.643 8.105 5.484
H -13.795 6.901 4.763
C -18.829 11.097 4.378
C -19.579 10.724 3.119
O -20.910 10.313 3.427
C -21.939 11.111 3.146
C -23.204 10.640 3.816
O -21.884 12.035 2.363
H -18.539 10.180 4.894
H -19.480 11.693 5.010
H -17.932 11.658 4.133
H -19.589 11.576 2.430
H -19.137 9.914 2.538
H -23.383 9.629 3.431
H -24.074 11.247 3.612
H -23.062 10.553 4.895
C -12.441 15.541 11.648
C -12.594 14.984 10.268
O -13.596 15.761 9.596
C -13.794 15.541 8.299
C -15.053 16.200 7.829
O -13.118 14.853 7.628
H -12.367 16.634 11.654
H -11.523 15.234 12.154
H -13.285 15.307 12.299
H -11.653 15.054 9.717
H -12.919 13.947 10.279
H -15.850 15.850 8.490
H -15.289 15.875 6.823
H -15.116 17.281 7.935



# 4
56
Properties=species:S:1:pos:R:3 method="wB97M-V/def2-TZVPD" homo_energy_ev=-11.239 e_lumo_ha=-0.1074 charge=+1 fmax_ev_per_a=1.90 spin_multiplicity=1
Y -0.277 -0.343 -0.848
C 2.586 -0.735 -2.642
O 2.114 -0.831 -1.285
C 2.403 -2.099 -0.673
C 1.450 -3.160 -1.127
O 0.110 -2.719 -0.874
C -0.888 -3.540 -1.531
H 3.632 -1.034 -2.664
H 2.495 0.299 -2.951
H 1.978 -1.355 -3.295
H 2.330 -1.947 0.396
H 3.415 -2.405 -0.913
H 1.648 -4.076 -0.576
H 1.555 -3.365 -2.194
H -0.822 -4.558 -1.159
H -0.732 -3.508 -2.605
H -1.868 -3.137 -1.292
C -0.707 2.722 0.103
C -0.592 4.250 -0.137
N 0.528 4.547 -1.043
C 1.736 3.905 -0.517
C 1.595 2.362 -0.585
N 0.178 2.002 -0.868
C -0.167 2.492 -2.246
C 0.230 3.980 -2.368
H -1.722 2.363 -0.033
H -0.390 2.445 1.107
H -0.446 4.771 0.808
H -1.509 4.636 -0.580
H 1.882 4.238 0.511
H 2.603 4.230 -1.090
H 1.904 1.887 0.344
H 2.204 1.940 -1.380
H -1.235 2.342 -2.383
H 0.338 1.867 -2.976
H -0.574 4.545 -2.835
H 1.115 4.093 -2.993
Se -4.623 -2.018 0.101
C -3.283 -0.911 -0.219
N -2.346 -0.222 -0.411
N -3.219 -3.279 3.185
C -2.209 -2.847 3.977
O -1.999 -3.234 5.111
C -1.283 -1.811 3.393
C -0.691 -0.899 4.256
C 0.201 0.035 3.758
C 0.488 -0.006 2.409
N -0.073 -0.877 1.562
C -0.944 -1.768 2.063
H -3.860 -3.944 3.585
H -3.499 -2.780 2.352
H -0.937 -0.944 5.310
H 0.688 0.761 4.398
H 1.218 0.680 1.989
H -1.367 -2.483 1.365
F -0.362 -0.559 -2.790



# 5
16
Properties=species:S:1:pos:R:3 method="wB97M-V/def2-TZVPD" homo_energy_ev=-10.264 e_lumo_ha=-0.0043 smiles="CN1CC=N[C@@H]1[N+](=O)[O-]" e_above_lowest_kj_mol=773.26 fmax_ev_per_a=7.11 spin_multiplicity=1
C 1.136 -1.537 -0.037
N 0.377 -0.413 0.608
C 1.177 0.912 0.454
C 0.122 1.759 -0.236
N -0.891 1.224 -0.905
C -0.835 -0.090 -0.315
N -2.208 -0.145 0.312
O -3.028 -0.654 -0.491
O -2.555 0.536 1.157
H 2.037 -1.215 -0.849
H 1.522 -2.128 0.935
H 0.203 -2.269 -0.578
H 2.165 0.634 -0.243
H 1.372 1.113 1.497
H 0.273 2.895 -0.108
H -0.867 -0.622 -1.200



# 6
17
Properties=species:S:1:pos:R:3 method="wB97M-V/def2-TZVPD" homo_energy_ev=-7.648 e_lumo_ha=0.0233 smiles="CC1=C(O)[C@H](O)N1C" e_above_lowest_kj_mol=287.00 fmax_ev_per_a=2.64 spin_multiplicity=1
C -0.589 0.776 2.078
C -0.138 0.109 0.833
C 0.909 -0.678 0.504
O 2.038 -1.059 1.165
C 0.346 -1.142 -0.776
O 1.148 -1.006 -1.884
N -0.896 -0.020 -0.352
C -0.891 1.081 -1.295
H 0.051 0.490 2.910
H -1.619 0.486 2.294
H -0.565 1.862 1.971
H 2.532 -1.680 0.617
H -0.251 -2.058 -0.774
H 0.659 -1.269 -2.672
H -1.357 0.756 -2.228
H -1.496 1.893 -0.885
H 0.119 1.459 -1.506



# 7
74
Properties=species:S:1:pos:R:3 method="wB97M-V/def2-TZVPD" homo_energy_ev=-10.250 e_lumo_ha=-0.3333 charge=+2 fmax_ev_per_a=3.63 spin_multiplicity=1
C -0.302 -5.580 0.859
N -0.682 -5.291 -0.475
C -1.941 -4.512 -0.608
B 0.399 -4.721 -1.298
O 0.301 -4.878 -2.661
C 1.613 -3.944 -0.679
C 1.375 -2.697 -0.182
C 2.419 -1.900 0.361
C 2.143 -0.505 0.875
B 1.929 0.449 -0.378
O 1.278 0.005 -1.540
O 2.386 1.741 -0.366
C 3.677 -2.418 0.382
C 3.976 -3.709 -0.121
N 5.257 -4.143 -0.063
C 5.410 -5.320 -0.600
C 4.374 -6.091 -1.173
N 3.117 -5.711 -1.187
C 2.928 -4.473 -0.652
H -0.379 -4.521 1.502
H -1.030 -6.251 1.305
H 0.671 -6.042 0.883
H -1.935 -3.883 -1.494
H -2.758 -5.219 -0.767
H -2.142 -3.943 0.298
H 0.019 -4.048 -3.062
H 0.378 -2.270 -0.213
H 1.265 -0.515 1.524
H 3.035 -0.168 1.396
H 1.898 -0.553 -2.026
H 2.819 1.926 -1.209
H 4.498 -1.828 0.766
H 6.417 -5.723 -0.630
H 4.642 -7.067 -1.594
Cs 4.225 -8.969 -1.883
C -0.082 3.900 0.496
C -1.308 3.631 1.241
N -2.324 3.383 1.738
H -0.265 3.796 -0.575
H 0.242 4.923 0.695
H 0.699 3.202 0.797
O -1.392 6.735 0.350
C -1.780 7.203 1.401
O -1.358 8.394 1.782
C -1.883 9.097 2.927
C -1.208 8.665 4.209
C -2.666 6.378 2.301
H -2.969 9.002 2.969
H -1.673 10.148 2.741
H -1.384 7.608 4.420
H -1.578 9.249 5.050
H -0.134 8.803 4.138
H -2.032 5.697 2.864
H -3.339 5.808 1.668
H -3.286 6.942 2.991
F -3.900 -3.402 -4.089
Al -5.244 -4.291 -3.460
F -5.762 -5.413 -4.576
F -6.466 -3.184 -3.090
F -4.714 -5.066 -2.036
O 7.771 -7.185 -4.168
H 8.075 -6.904 -5.042
O 1.348 10.175 5.176
H 1.984 10.271 4.460
H 1.834 10.452 5.960
Be -2.779 2.324 -0.203
C -2.903 -0.531 -3.822
C -4.006 -0.486 -2.901
N -4.901 -0.519 -2.172
H -3.285 -0.722 -4.827
H -2.372 0.422 -3.806
H -2.231 -1.338 -3.538
Br 0.556 -4.957 3.024
Be -4.767 0.279 -0.596



# 8
30
Properties=species:S:1:pos:R:3 method="wB97M-V/def2-TZVPD" homo_energy_ev=-11.264 e_lumo_ha=-0.0984 smiles="C[C@H](N)[NH2+]C(C)(C)/C(N)=C/N" e_above_lowest_kj_mol=301.78 charge=+1 fmax_ev_per_a=5.51 spin_multiplicity=1
C 0.593 -2.535 0.202
C 1.257 -1.391 0.850
N 0.606 -0.893 2.126
N 1.404 -0.236 -0.149
C 0.448 0.999 -0.221
C 0.661 1.907 0.944
C 1.032 1.687 -1.472
C -0.986 0.484 -0.321
N -1.609 0.229 0.887
C -1.734 0.394 -1.484
N -2.959 -0.343 -1.530
H 1.011 -2.796 -0.733
H -0.464 -2.399 0.103
H 0.697 -3.407 0.754
H 2.354 -1.548 1.041
H -0.406 -0.817 1.755
H 0.906 -1.519 2.847
H 1.201 -0.807 -0.932
H 2.380 0.061 -0.095
H -0.069 2.769 0.998
H 1.675 2.350 0.878
H 0.756 1.295 1.863
H 2.116 1.828 -1.430
H 0.900 1.136 -2.507
H 0.507 2.660 -1.494
H -2.583 -0.011 0.805
H -1.521 0.944 1.728
H -1.334 0.715 -2.419
H -3.264 -0.849 -0.781
H -3.575 0.093 -2.212